[1]
# C24H26ClF8NO23

8 unconnected molecules or ions with the total composition C24H26ClF8NO23 (ωB97M-V/def2-TZVPD, the Open Molecules 2025 dataset).

Summary:
Frontier orbital gap: 0.37113 hartree
Energy above the lowest of the compared OMol25 structures with the same formula, charge and spin: 3.1479 eV
SMILES: O=C1OC[C@@H](F)O1.O=C1OC[C@@H](F)O1.O=C1OC[C@@H](F)O1.O=C1OC[C@@H](F)O1.O=C1OC[C@@H](F)O1.O=C1OC[C@@H](F)O1.O=C1OC[C@@H](F)O1.O=C(NCl)OCCF

Last column: Mulliken charge in e.
Geometry (Å):
O: 2.485 0.125 3.087  -0.490
C: 1.626 1.133 3.340  0.357
N: 2.134 2.546 3.140  -0.248
Cl: 2.243 2.754 1.408  -0.008
O: 0.293 0.756 3.838  -0.267
C: -0.683 0.747 2.737  0.225
C: -1.679 2.044 2.981  0.365
F: -2.682 1.614 4.005  -0.314
H: 1.456 3.269 3.465  0.348
H: -0.222 0.696 1.663  0.201
H: -1.347 -0.224 2.883  -0.111
H: -2.172 2.273 1.921  -0.135
H: -1.088 2.991 3.383  0.175
C: -5.431 1.025 -0.865  -0.465
C: -5.706 2.074 0.158  0.306
O: -4.444 2.303 0.742  -0.250
C: -3.542 2.029 -0.242  0.670
O: -2.371 2.369 -0.212  -0.632
O: -4.113 1.333 -1.272  -0.237
F: -6.539 1.607 1.115  -0.266
H: -5.455 0.012 -0.450  0.283
H: -6.124 1.076 -1.709  0.292
H: -6.097 3.010 -0.253  0.284
C: 1.554 1.726 -2.244  -0.370
C: 2.199 3.044 -2.505  0.344
O: 3.406 2.698 -3.145  -0.286
C: 3.142 1.529 -3.793  0.484
O: 3.845 1.060 -4.673  -0.584
O: 1.989 0.948 -3.341  -0.237
F: 2.497 3.673 -1.346  -0.243
H: 1.897 1.263 -1.313  0.234
H: 0.463 1.794 -2.220  0.285
H: 1.616 3.708 -3.151  0.248
C: 6.222 -0.891 -5.536  -0.109
C: 5.713 -2.273 -5.307  0.398
O: 6.861 -2.984 -4.903  -0.311
C: 7.655 -2.060 -4.294  0.657
O: 8.602 -2.337 -3.577  -0.560
O: 7.257 -0.782 -4.579  -0.294
F: 5.258 -2.817 -6.458  -0.287
H: 6.641 -0.755 -6.539  0.252
H: 5.454 -0.132 -5.371  0.050
H: 4.944 -2.345 -4.531  0.288
C: -2.543 -3.483 5.109  -0.425
C: -3.832 -2.838 5.491  0.291
O: -3.781 -1.589 4.838  -0.187
C: -3.017 -1.799 3.730  0.603
O: -2.969 -1.038 2.778  -0.630
O: -2.317 -2.972 3.811  -0.276
F: -3.886 -2.620 6.824  -0.297
H: -1.714 -3.192 5.763  0.291
H: -2.612 -4.574 5.094  0.257
H: -4.722 -3.387 5.166  0.306
C: -8.710 1.820 4.008  -0.352
C: -8.986 3.049 3.212  0.296
O: -10.381 3.006 3.012  -0.280
C: -10.873 2.343 4.095  0.609
O: -12.049 2.343 4.422  -0.530
O: -9.888 1.681 4.776  -0.317
F: -8.381 2.988 2.004  -0.232
H: -8.577 0.931 3.383  0.241
H: -7.833 1.930 4.652  0.312
H: -8.715 3.982 3.718  0.256
C: 8.948 -2.824 0.052  -0.271
C: 9.884 -1.668 0.138  0.360
O: 10.312 -1.690 1.481  -0.302
C: 10.249 -3.000 1.851  0.624
O: 10.793 -3.459 2.842  -0.532
O: 9.506 -3.740 0.973  -0.317
F: 9.233 -0.503 -0.081  -0.281
H: 7.929 -2.570 0.365  0.271
H: 8.908 -3.253 -0.953  0.177
H: 10.751 -1.741 -0.526  0.273
C: -0.049 -0.826 -4.919  -0.341
C: -0.644 -2.128 -5.333  0.348
O: -1.694 -2.319 -4.412  -0.296
C: -2.092 -1.063 -4.063  0.653
O: -3.145 -0.810 -3.503  -0.542
O: -1.169 -0.120 -4.426  -0.283
F: 0.245 -3.135 -5.180  -0.292
H: 0.693 -0.934 -4.120  0.206
H: 0.412 -0.294 -5.756  0.279
H: -1.044 -2.135 -6.353  0.296

Forces on atoms 1 to 6 (eV/Å):
-5.524 6.758 1.545
3.678 -6.111 -0.679
-2.153 -1.922 0.428
0.151 0.252 0.244
3.322 1.592 -2.046
-2.017 0.361 0.223



[2]
# C28H31N3O4

A single C28H31N3O4 molecule (ωB97M-V/def2-TZVPD, the Open Molecules 2025 dataset).

Summary:
Frontier orbital gap: 0.31135 hartree
Energy above the lowest of the compared OMol25 structures with the same formula, charge and spin: 0.4458 eV
SMILES: Cc1ccc([C@H](C(=O)NC2CCCCC2)N(Cc2ccco2)C(=O)Cc2c[nH]c3ccccc23)o1

Last column: Mulliken charge in e.
Geometry (Å):
C: -3.735 -4.588 0.280  -1.344
C: -3.023 -3.409 -0.278  0.471
C: -3.131 -2.767 -1.475  -1.060
C: -2.198 -1.700 -1.445  -0.220
C: -1.582 -1.766 -0.229  -0.984
O: -2.081 -2.807 0.483  -0.487
C: -0.528 -0.925 0.410  0.993
N: 0.619 -0.732 -0.473  0.639
C: 0.554 0.289 -1.360  0.785
O: -0.472 0.935 -1.489  -0.457
C: 1.811 0.623 -2.138  -1.144
C: 2.864 1.072 -1.174  0.915
C: 2.689 1.992 -0.181  -1.047
N: 3.841 2.127 0.539  0.192
C: 4.783 1.280 0.037  -0.419
C: 6.089 1.038 0.443  -0.957
C: 6.813 0.099 -0.258  -0.552
C: 6.258 -0.583 -1.344  -0.897
C: 4.966 -0.345 -1.755  -0.076
C: 4.204 0.595 -1.060  0.562
H: 4.552 -0.879 -2.599  0.399
H: 6.860 -1.312 -1.867  0.400
H: 7.830 -0.118 0.035  0.402
H: 6.516 1.563 1.285  0.413
H: 3.950 2.710 1.351  0.250
H: 1.805 2.544 0.075  0.544
H: 2.159 -0.229 -2.722  0.353
H: 1.549 1.427 -2.831  0.424
C: 1.714 -1.658 -0.317  -1.480
C: 2.619 -1.320 0.832  0.281
C: 2.497 -0.453 1.874  0.411
C: 3.689 -0.587 2.632  -1.014
C: 4.437 -1.525 1.995  -0.692
O: 3.797 -1.980 0.903  -0.415
H: 5.402 -1.941 2.202  0.509
H: 3.944 -0.058 3.526  0.495
H: 1.680 0.213 2.063  0.696
H: 2.314 -1.694 -1.228  0.499
H: 1.291 -2.662 -0.169  0.493
H: -0.173 -1.440 1.310  0.678
C: -1.011 0.475 0.888  0.151
O: -0.233 1.218 1.449  -0.721
N: -2.322 0.704 0.750  0.086
H: -2.838 0.092 0.137  0.085
C: -2.909 2.009 0.984  -0.549
C: -3.098 2.757 -0.341  -0.907
C: -4.196 2.129 -1.195  -0.364
C: -5.506 2.042 -0.419  -0.800
C: -5.316 1.235 0.861  -0.531
C: -4.235 1.866 1.734  -1.031
H: -4.078 1.263 2.631  0.371
H: -4.561 2.859 2.048  0.425
H: -5.041 0.208 0.609  0.284
H: -6.255 1.194 1.418  0.337
H: -6.278 1.581 -1.040  0.378
H: -5.842 3.050 -0.162  0.320
H: -3.890 1.131 -1.515  0.150
H: -4.337 2.729 -2.096  0.364
H: -2.153 2.736 -0.885  0.275
H: -3.353 3.795 -0.123  0.498
H: -2.188 2.550 1.606  0.514
H: -2.006 -0.978 -2.213  0.661
H: -3.791 -3.018 -2.280  0.478
H: -3.031 -5.389 0.501  0.300
H: -4.241 -4.322 1.208  0.316
H: -4.468 -4.946 -0.436  0.352

Forces on atoms 1 to 6 (eV/Å):
0.289 0.205 0.166
-0.495 -0.092 -0.664
-0.012 -0.332 0.509
0.389 0.056 0.522
0.002 0.274 -0.721
0.017 -0.117 0.296



Number 1: largest force on an atom 0.17238 hartree/bohr. Number 2: largest force on an atom 0.01626 hartree/bohr.